Record 1
{"formula": "C3H7INO", "method": "wB97M-V/def2-TZVPD", "fmax_ha_per_bohr": 0.0941, "homo_energy_ev": [-10.987, -14.791], "total_charge": 1, "total_energy_ha": -545.7571, "s2": 2.007, "multiplicity": 3, "de_lowest_kj_mol": 1.9, "symbols": ["C", "C", "C", "N", "O", "I", "H", "H", "H", "H", "H", "H", "H"], "coordinates": [[-1.24, 1.56, -0.47], [1.18, -0.93, 1.01], [-0.10, 0.44, -0.86], [-0.05, -0.44, 0.36], [-1.65, 1.42, 0.64], [-0.71, -0.70, -2.70], [-1.51, 2.28, -1.26], [1.86, -1.57, 0.32], [1.62, -0.03, 1.49], [0.87, -1.77, 1.62], [0.80, 0.90, -1.19], [-0.62, 0.22, 1.03], [-0.45, -1.37, 0.00]]}

***

Record 2
{"formula": "C3H7INS2", "method": "wB97M-V/def2-TZVPD", "fmax_ha_per_bohr": 0.1276, "homo_energy_ev": -13.193, "total_charge": 1, "total_energy_ha": -1266.9587, "multiplicity": 1, "de_lowest_kj_mol": 109.8, "symbols": ["C", "C", "C", "N", "S", "S", "I", "H", "H", "H", "H", "H", "H", "H"], "coordinates": [[-0.06, -0.92, -0.38], [-1.78, 1.10, 0.82], [1.08, 0.57, -0.21], [2.34, 0.29, -0.07], [0.90, -2.37, -0.46], [-0.52, -0.04, 1.21], [-3.57, 0.12, -0.26], [-0.85, -0.83, -1.02], [-2.37, 1.39, 1.73], [-1.68, 1.96, 0.25], [0.57, 1.44, -0.43], [2.98, 0.95, 0.25], [2.86, -0.64, -0.05], [0.10, -3.00, -1.39]]}